(1)
Computed, not measured: a cluster of 2 separate species, C3H8O2 in total at a distorted geometry, with ωB97M-V/def2-TZVPD.

```
13
C3H8O2 | the OMol25 dataset | ωB97M-V/def2-TZVPD
C 1.852 -2.191 0.880
O 1.698 -1.009 0.753
H 0.989 -2.855 0.736
H 2.837 -2.615 1.138
C -0.541 1.814 -0.462
C -1.091 0.518 0.057
O -1.030 -0.573 -0.869
H 0.419 1.625 -0.933
H -0.391 2.559 0.312
H -1.195 2.252 -1.217
H -0.470 0.093 0.854
H -2.066 0.631 0.532
H -1.010 -0.250 -1.781
```

SMILES: C=O.CCO
E in eV: -7334.30125
Relative energy (zero: lowest compared OMol25 entry of this formula, charge and spin) in kcal per mole: 40.3
Spin multiplicity: 1
F_max in eV/A: 1.72
Kohn-Sham gap in eV: 10.926
Lowest unoccupied orbital energy in eV: 1.02

(2)
Computed, not measured: the molecule C3H8O2 at a distorted geometry, with ωB97M-V/def2-TZVPD.

```
13
C3H8O2 | the OMol25 dataset | ωB97M-V/def2-TZVPD
C 1.005 -0.900 -0.391
C 0.405 0.265 0.377
O 0.399 1.465 -0.379
C -1.193 -0.044 0.570
O -1.853 -0.035 -0.742
H 1.929 -0.404 -0.931
H 0.385 -1.033 -1.013
H 1.320 -1.830 -0.134
H 0.699 0.334 1.574
H 1.574 1.525 -0.277
H -1.443 -0.753 1.246
H -1.387 0.695 1.121
H -1.839 0.716 -1.023
```

SMILES: C[C@@H](O)CO
E in eV: -7330.14133
Relative energy (zero: lowest compared OMol25 entry of this formula, charge and spin) in kcal per mole: 136.3
Spin multiplicity: 1
F_max in eV/A: 16.11
Kohn-Sham gap in eV: 10.653
Lowest unoccupied orbital energy in eV: 0.63

(3)
Computed, not measured: a cluster of 2 separate species, C3H8O2 in total at a distorted geometry, with ωB97M-V/def2-TZVPD.

```
13
C3H8O2 | the OMol25 dataset | ωB97M-V/def2-TZVPD
C -0.095 -1.056 0.396
C 0.366 0.174 0.194
C 1.843 0.424 0.098
O -0.561 1.160 -0.039
H 0.485 -1.822 0.975
H -1.065 -1.529 0.279
H 2.432 -0.678 0.191
H 2.306 0.751 -0.899
H 2.179 1.118 0.948
H -0.192 1.915 -0.616
O -2.934 -0.366 -0.627
H -2.467 -0.162 0.219
H -2.296 0.071 -1.117
```

SMILES: C=C(C)O.O
E in eV: -7333.72158
Relative energy (zero: lowest compared OMol25 entry of this formula, charge and spin) in kcal per mole: 53.7
Spin multiplicity: 1
F_max in eV/A: 3.56
Kohn-Sham gap in eV: 9.644
Lowest unoccupied orbital energy in eV: 0.49

(4)
Computed, not measured: a cluster of 2 separate species, C3H8O2 in total at a distorted geometry, with ωB97M-V/def2-TZVPD.

```
13
C3H8O2 | the OMol25 dataset | ωB97M-V/def2-TZVPD
O -2.660 0.815 -0.658
C -2.105 -0.042 0.061
O -1.944 -1.341 -0.393
H -2.107 -0.011 1.222
H -2.205 -1.209 -1.368
C 1.829 0.338 -0.544
C 0.928 -0.021 0.806
H 2.972 0.221 -0.568
H 1.213 0.043 -1.433
H 1.758 1.553 -0.580
H 0.519 -0.894 0.646
H 0.214 0.761 1.104
H 1.589 -0.214 1.705
```

SMILES: O=CO.CC
E in eV: -7334.06598
Relative energy (zero: lowest compared OMol25 entry of this formula, charge and spin) in kcal per mole: 45.8
Spin multiplicity: 1
F_max in eV/A: 6.19
Kohn-Sham gap in eV: 11.866
Lowest unoccupied orbital energy in eV: 0.81

(5)
Computed, not measured: a cluster of 2 separate species, C3H8O2 in total, with ωB97M-V/def2-TZVPD.

```
13
C3H8O2 | the OMol25 dataset | ωB97M-V/def2-TZVPD
C -1.346 1.112 0.941
C -0.489 0.173 0.096
C 0.508 0.845 -0.810
O 0.257 1.837 -1.449
H -2.286 0.623 1.189
H -1.567 2.013 0.359
H -0.865 1.411 1.873
H 0.049 -0.590 0.660
H -1.170 -0.384 -0.553
H 1.501 0.366 -0.911
O 1.451 -2.383 -0.634
H 2.333 -2.298 -1.010
H 1.625 -2.725 0.249
```

SMILES: CCC=O.O
E in eV: -7335.20307
Relative energy (zero: lowest compared OMol25 entry of this formula, charge and spin) in kcal per mole: 19.5
Spin multiplicity: 1
F_max in eV/A: 0.47
Kohn-Sham gap in eV: 10.188
Lowest unoccupied orbital energy in eV: 0.59

(6)
Computed, not measured: the molecule C3H8O2 at a distorted geometry, with ωB97M-V/def2-TZVPD.

```
13
C3H8O2 | the OMol25 dataset | ωB97M-V/def2-TZVPD
O -0.739 -2.111 0.654
C -0.550 -0.834 0.089
C 0.649 0.007 0.632
C 0.588 1.276 -0.303
O 0.428 0.912 -1.646
H -1.537 -2.050 1.245
H -1.471 -0.198 0.183
H -0.541 -1.177 -0.930
H 1.546 -0.482 0.459
H 0.620 0.441 1.658
H 1.581 1.682 -0.372
H -0.124 2.070 -0.073
H -0.451 0.464 -1.597
```

SMILES: OCCCO
E in eV: -7334.12931
Relative energy (zero: lowest compared OMol25 entry of this formula, charge and spin) in kcal per mole: 44.3
Spin multiplicity: 1
F_max in eV/A: 3.78
Kohn-Sham gap in eV: 10.753
Lowest unoccupied orbital energy in eV: 0.71

(7)
Computed, not measured: a cluster of 2 separate species, C3H8O2 in total at a distorted geometry, with ωB97M-V/def2-TZVPD.

```
13
C3H8O2 | the OMol25 dataset | ωB97M-V/def2-TZVPD
C 0.635 -0.602 0.377
C 0.409 0.882 0.125
C 1.218 1.492 -0.970
O 2.372 1.215 -1.200
H -0.130 -1.018 1.015
H 1.569 -0.749 0.919
H 0.724 -1.106 -0.582
H -0.646 1.128 0.010
H 0.691 1.473 1.003
H 0.794 2.298 -1.598
O -2.253 -1.449 0.178
H -3.064 -1.662 -0.299
H -2.320 -1.905 1.021
```

SMILES: CCC=O.O
E in eV: -7335.08967
Relative energy (zero: lowest compared OMol25 entry of this formula, charge and spin) in kcal per mole: 22.2
Spin multiplicity: 1
F_max in eV/A: 1.10
Kohn-Sham gap in eV: 10.191
Lowest unoccupied orbital energy in eV: 0.61

(8)
Computed, not measured: a structure of composition C3H8O2S at a distorted geometry, with ωB97M-V/def2-TZVPD.

```
14
C3H8O2S | the OMol25 dataset | ωB97M-V/def2-TZVPD
C 1.245 -1.250 -1.114
C 1.177 0.897 0.667
C -1.473 -0.250 1.002
O -0.586 0.828 -1.259
O 1.169 -0.743 -2.293
S -0.088 -0.145 -0.225
H -0.757 -1.638 -0.826
H 0.621 1.485 1.413
H 1.861 0.205 1.081
H 1.794 1.731 0.161
H -1.348 -1.109 1.678
H -1.826 0.690 1.512
H -2.278 -0.710 0.505
H 0.488 0.009 -2.302
```

E in eV: -18163.49960
Relative energy (zero: lowest compared OMol25 entry of this formula, charge and spin) in kcal per mole: 178.6
Spin multiplicity: 1
F_max in eV/A: 2.51
Kohn-Sham gap in eV: 8.425
Lowest unoccupied orbital energy in eV: 0.25

- Look up the E of the fifth one.
  -7335.20307 eV

Copy entry 6 word for word.
Computed, not measured: the molecule C3H8O2 at a distorted geometry, with ωB97M-V/def2-TZVPD.

```
13
C3H8O2 | the OMol25 dataset | ωB97M-V/def2-TZVPD
O -0.739 -2.111 0.654
C -0.550 -0.834 0.089
C 0.649 0.007 0.632
C 0.588 1.276 -0.303
O 0.428 0.912 -1.646
H -1.537 -2.050 1.245
H -1.471 -0.198 0.183
H -0.541 -1.177 -0.930
H 1.546 -0.482 0.459
H 0.620 0.441 1.658
H 1.581 1.682 -0.372
H -0.124 2.070 -0.073
H -0.451 0.464 -1.597
```

SMILES: OCCCO
E in eV: -7334.12931
Relative energy (zero: lowest compared OMol25 entry of this formula, charge and spin) in kcal per mole: 44.3
Spin multiplicity: 1
F_max in eV/A: 3.78
Kohn-Sham gap in eV: 10.753
Lowest unoccupied orbital energy in eV: 0.71

- Which value of F_max does entry 8 give?
  2.51 eV/A